Entry 1:
Here is C52H38F5N3O9P2RuS3 as an isolated structure in a non-equilibrium geometry from the OMol25 dataset. Energies are from the ωB97M-V functional and the def2-TZVPD basis.

XYZ file:
```
113
C52H38F5N3O9P2RuS3, DFT the ωB97M-V functional and the def2-TZVPD basis
Ru 0.01033 -0.75177 0.03839
O 2.03486 1.90117 -1.84330
S 0.89771 1.74811 -0.94638
C -0.46194 2.61651 -1.74013
C -0.19499 3.66508 -2.60113
C -1.24367 4.28523 -3.25599
C -2.53599 3.81635 -3.08515
C -2.79043 2.73624 -2.25856
C -1.74659 2.12212 -1.57371
P -2.09527 0.68910 -0.47932
C -3.09008 1.59861 0.74786
C -2.69176 2.88263 1.11743
C -3.50028 3.65337 1.92986
C -4.70677 3.14403 2.38689
C -5.07230 1.84147 2.08407
C -4.25467 1.05972 1.28835
C -3.31922 -0.31881 -1.37108
C -2.90066 -1.55318 -1.85869
C -3.78788 -2.37862 -2.52252
C -5.10101 -1.98182 -2.70770
C -5.52431 -0.75713 -2.21698
C -4.64752 0.07144 -1.54323
C 1.29497 2.89072 0.43235
C 1.66753 4.20615 0.22170
C 2.16959 4.95734 1.27299
C 2.36802 4.37405 2.51534
C 1.99774 3.05969 2.73236
C 1.42133 2.32310 1.69615
P 0.75738 0.66177 2.00098
C 1.89273 -0.02472 3.23498
C 3.26341 0.07744 3.00093
C 4.15342 -0.58735 3.82337
C 3.68800 -1.35474 4.88264
C 2.32593 -1.44432 5.12518
C 1.42723 -0.79421 4.29936
C -0.74233 0.95454 2.97987
C -1.66219 -0.09165 2.99543
C -2.76476 -0.03805 3.82378
C -2.95443 1.06659 4.63817
C -2.06166 2.12478 4.59583
C -0.95617 2.07807 3.76645
H 0.82929 3.95730 -2.76665
H -1.04274 5.10452 -3.92562
H -3.35133 4.27394 -3.62234
H -3.79280 2.34822 -2.17749
H -1.75693 3.28416 0.74434
H -3.19936 4.65866 2.18788
H -5.35739 3.76257 2.98564
H -6.00473 1.44019 2.45501
H -4.53308 0.04103 1.05789
H -1.87836 -1.87160 -1.70055
H -3.45329 -3.33986 -2.87923
H -5.79993 -2.62489 -3.21964
H -6.55230 -0.45333 -2.33977
H -5.01593 1.00340 -1.13930
H 1.57235 4.64042 -0.75844
H 2.43173 5.99159 1.11272
H 2.80845 4.94625 3.31742
H 2.16489 2.59348 3.69395
H 3.61778 0.70179 2.19118
H 5.21584 -0.51154 3.64196
H 4.38706 -1.87206 5.52420
H 1.96283 -2.03532 5.95239
H 0.36591 -0.86109 4.49030
H -1.49958 -0.94805 2.34627
H -3.46912 -0.85522 3.84358
H -3.79497 1.10207 5.31184
H -2.21410 2.98789 5.22420
H -0.26642 2.90754 3.72920
F -2.76630 -6.98268 2.20063
C -1.87263 -6.01903 2.00652
C -2.25952 -4.83063 1.38898
F -3.51794 -4.67764 0.98233
C -1.34161 -3.80599 1.23871
F -1.73823 -2.62995 0.68756
C -0.01856 -3.92384 1.67720
S 1.11755 -2.63673 1.53152
C 0.35558 -5.13798 2.27583
F 1.60001 -5.27587 2.72576
C -0.55442 -6.17346 2.44157
F -0.18711 -7.30312 3.03628
O 2.87589 -0.83846 -7.53453
N 3.07757 -1.38229 -6.47474
O 4.01950 -2.09722 -6.21211
C 2.11738 -1.15470 -5.42095
C 1.08174 -0.24026 -5.61130
C 0.19134 0.01100 -4.59318
C 0.31728 -0.60005 -3.29468
O -0.29025 -0.16680 -2.28751
C 1.26766 -1.68614 -3.23954
C 2.18232 -1.90033 -4.25517
N 1.29111 -2.54053 -2.12467
O 2.27238 -3.23804 -1.91808
O 0.27773 -2.60163 -1.39916
N -0.90395 0.90962 -4.82579
O -1.89804 0.78726 -4.13823
O -0.77258 1.72525 -5.71157
H 0.96428 0.25808 -6.56472
H 2.93285 -2.67118 -4.15139
O 2.26779 -0.64765 -0.70130
S 3.67074 -0.34031 -0.26041
C 4.40338 -1.99855 0.02688
C 5.71692 -2.00701 -0.72782
C 5.40752 -1.37879 -2.08413
C 4.65319 -0.09119 -1.79786
H 3.69261 -2.70198 -0.41139
H 4.49227 -2.18367 1.09342
H 6.08863 -3.02598 -0.82821
H 6.46909 -1.42007 -0.19911
H 4.79194 -2.06729 -2.65981
H 6.30622 -1.16929 -2.66221
H 3.95336 0.22318 -2.56769
H 5.32827 0.73080 -1.56370
```

HOMO level (alpha / beta) = -10.27 / -10.30 eV
ΔE to the lowest compared entry with this formula, charge and spin = 0.00 kJ/mol
charge = +1
multiplicity = 2
electronic energy = -144674.6075 eV


Entry 2:
Here is a 7-piece molecular cluster, C36H45N7O13 overall in a non-equilibrium geometry from the OMol25 dataset. Energies are from the ωB97M-V functional and the def2-TZVPD basis.

XYZ file:
```
101
C36H45N7O13, DFT the ωB97M-V functional and the def2-TZVPD basis
C 2.79432 -3.26615 0.41928
C 1.72656 -4.14912 0.82186
C 1.22817 -3.67974 2.23906
C -0.05221 -4.30357 2.65075
C -1.07293 -3.62614 1.71406
C -0.78597 -4.13529 0.24190
N 0.58704 -4.02747 -0.05609
O 0.89718 -3.89289 -1.32257
C -1.67001 -3.23782 -0.65357
C -1.26018 -5.60980 -0.08305
C 2.26083 -5.65153 0.88709
H 3.59973 -3.32856 1.13414
H 2.35807 -2.25459 0.28657
H 3.27800 -3.60949 -0.49258
H 1.46859 -2.67087 2.36744
H 1.90862 -4.07716 3.01398
H -0.28301 -3.79340 3.56493
H -0.07090 -5.45018 2.61939
H -0.90556 -2.65599 1.81871
H -2.15841 -3.67269 2.14648
H -1.08537 -2.13750 -0.49567
H -2.77741 -3.02380 -0.36961
H -1.67521 -3.59316 -1.68246
H -0.73100 -6.35516 0.52630
H -1.28993 -5.73335 -1.20186
H -2.22122 -5.69535 0.06756
H 1.58381 -6.45143 1.20365
H 3.10669 -5.89737 1.59838
H 2.86317 -5.95307 0.11061
N 0.77464 0.30913 0.53090
O 1.20698 0.94334 1.49537
O 1.31922 0.21290 -0.53660
O -0.20234 -0.48348 0.71452
C -3.61906 3.64286 -0.23004
C -2.64716 2.48509 -0.43235
C -3.34985 1.04888 -0.14409
C -4.82129 1.10792 0.35679
C -5.59603 2.38549 0.43281
C -4.93731 3.66607 0.05651
N -5.45958 -0.18881 0.76143
O -4.77641 -1.20374 0.65268
O -6.49204 -0.03906 1.36023
H -3.09181 4.44435 -0.43867
H -1.58116 2.37775 -0.66351
H -2.91045 0.12892 -0.34743
H -6.55555 2.10628 0.68965
H -5.39654 4.64390 0.04901
C -2.32689 1.08142 2.95529
C -2.29960 2.58184 2.68101
C -3.67146 3.26468 2.95220
C -4.71816 2.48580 3.75631
C -4.61635 0.93371 4.03145
C -3.39117 0.31588 3.44299
N -5.78882 3.22079 4.40977
O -6.37294 2.77019 5.36584
O -6.19152 4.26026 3.86390
H -1.53628 0.54962 2.84419
H -1.44677 3.03738 2.29508
H -3.73602 4.34618 2.94833
H -5.35324 0.23757 4.39407
H -3.24982 -0.63931 3.27319
C 5.98328 -0.50142 1.14925
C 4.54475 0.07110 1.32272
C 4.40317 1.14365 2.47834
C 5.62857 1.47064 3.35627
C 7.01913 0.90416 3.04126
C 7.18550 -0.15673 1.94695
N 5.48490 2.35037 4.52732
O 6.66298 2.65757 5.10369
O 4.38041 2.61331 4.85807
H 6.08059 -1.25747 0.26813
H 3.65600 -0.06244 0.71613
H 3.49042 1.58064 2.61310
H 7.93490 1.23374 3.54372
H 8.17388 -0.45401 1.59837
C 2.28795 2.55101 -2.63401
C 1.24406 3.57854 -2.35288
C 0.48394 4.22418 -3.62076
C 1.15429 4.18836 -4.98357
C 2.39377 3.25574 -5.24192
C 2.78430 2.55044 -3.96073
N 0.67301 5.06427 -6.03828
O 1.11415 4.84808 -7.25657
O -0.27667 5.84086 -5.84759
H 2.80759 2.10627 -1.56631
H 0.65953 3.77186 -1.40466
H -0.22726 5.06812 -3.54402
H 2.84427 3.18975 -6.03103
H 3.56883 2.19908 -4.18947
C 0.19292 -0.93693 -3.42061
O 1.15760 -1.70901 -3.59932
N -0.03697 0.01569 -4.32065
C -1.12888 0.90154 -4.27073
C 0.77586 0.16206 -5.50134
H -0.51458 -0.89709 -2.55071
H -1.82417 0.71517 -3.56710
H -1.60597 1.02371 -5.26722
H -0.80660 2.07103 -4.15365
H 0.74022 1.17338 -6.15782
H 0.28832 -0.70975 -6.22056
H 1.83532 0.05937 -5.41729
```

HOMO level = -8.72 eV
ΔE to the lowest compared entry with this formula, charge and spin = 217.72 kJ/mol
charge = 0
electronic energy = -75071.6932 eV


Entry 3:
Here is C13H25N3O3RhS as an isolated structure from the OMol25 dataset. Energies are from the ωB97M-V functional and the def2-TZVPD basis.

XYZ file:
```
46
C13H25N3O3RhS, DFT the ωB97M-V functional and the def2-TZVPD basis
Rh -0.72815 -0.92969 -0.16574
C 0.00419 -2.03979 -2.26617
C 0.30108 -2.91463 -1.20748
C -0.70448 -3.28316 -0.29553
C -2.01505 -2.81136 -0.49417
C -2.32620 -1.93961 -1.56078
C -1.31369 -1.56794 -2.45518
H 0.75298 -1.83525 -3.02220
H 1.30350 -3.30992 -1.08696
H -0.49203 -3.94489 0.53442
H -2.78302 -3.05629 0.22830
H -3.33940 -1.57930 -1.68430
H -1.54363 -0.92006 -3.29352
N 2.76611 0.39258 -2.18429
C 2.62448 1.45126 -1.09327
C 1.34583 2.28546 -1.29044
C 0.21322 2.14731 -0.26916
N -0.84969 1.11493 -0.54614
C 0.76823 1.98514 1.13354
C 1.63252 0.74404 1.24701
N 0.80195 -0.51435 1.18469
C 2.83274 0.83198 0.30004
H 2.73342 0.82603 -3.11287
H 2.03240 -0.31375 -2.13243
H 3.67383 -0.07852 -2.11076
H 3.47792 2.09317 -1.30593
H 0.98635 2.23784 -2.32365
H 1.66445 3.32463 -1.17724
H -0.34622 3.08558 -0.30632
H -1.20265 1.24291 -1.49312
H -1.62655 1.38560 0.09179
H -0.02326 1.99063 1.87743
H 1.39520 2.85262 1.35222
H 2.04524 0.70933 2.25857
H 0.27531 -0.49532 2.08133
H 1.42079 -1.32231 1.23742
H 3.38886 -0.10961 0.24337
H 3.51935 1.50697 0.81653
C -3.58177 -0.09121 3.29009
S -2.15029 0.32422 2.37369
O -2.35403 1.55113 1.63613
O -0.97574 0.26591 3.21530
O -2.05281 -0.84712 1.34115
H -3.70443 0.71419 4.01668
H -3.41108 -1.03627 3.80027
H -4.43578 -0.12310 2.61768
```

HOMO level = -19.63 eV
ΔE to the lowest compared entry with this formula, charge and spin = 2.16 kJ/mol
charge = +3
electronic energy = -38315.1546 eV


Entry 4:
Here is a 2-piece molecular cluster, C6H16O overall in a non-equilibrium geometry from the OMol25 dataset. Energies are from the ωB97M-V functional and the def2-TZVPD basis.

XYZ file:
```
23
C6H16O, DFT the ωB97M-V functional and the def2-TZVPD basis
C -0.22566 -2.32928 -0.40979
C -0.72489 -1.77733 0.92580
C 0.37470 -0.92522 1.65253
C -2.09002 -1.07019 0.76820
H 0.65976 -2.94865 -0.23947
H -0.07537 -1.45662 -1.05306
H -0.88125 -2.99436 -0.96385
H -0.98482 -2.57782 1.62356
H -0.18807 -0.18605 2.21529
H 1.05055 -1.54035 2.23056
H 0.83260 -0.51300 0.75941
H -2.94270 -1.65850 1.11327
H -2.18524 -0.14400 1.33447
H -2.27148 -0.76176 -0.26459
C 1.17665 1.46599 -1.40311
C 1.29274 2.96417 -1.28363
O 0.35517 3.47691 -0.30839
H 0.88538 1.07294 -0.41656
H 2.04724 1.03013 -1.88544
H 0.25802 1.10725 -1.86365
H 2.31040 3.18433 -0.97203
H 0.85193 3.49808 -2.11856
H 0.47436 3.08331 0.55906
```

HOMO level = -10.33 eV
ΔE to the lowest compared entry with this formula, charge and spin = 138.62 kJ/mol
charge = 0
electronic energy = -8527.7965 eV


Entry 5:
Here is C23H50N3O6PS2SiW as an isolated structure from the OMol25 dataset. Energies are from the ωB97M-V functional and the def2-TZVPD basis.

XYZ file:
```
87
C23H50N3O6PS2SiW, DFT the ωB97M-V functional and the def2-TZVPD basis
W 0.16166 -0.23747 -0.22970
C -3.69995 -1.68676 4.02299
C -4.20464 -1.53319 2.61056
O -3.25827 -2.13608 1.67412
P -2.31493 -1.25064 0.78209
S -1.34753 0.19446 1.75504
S -0.96807 -2.46401 -0.08587
O -3.21325 -0.52883 -0.30453
C -3.92146 -1.22059 -1.36786
C -5.08447 -2.05393 -0.88181
H -4.45574 -1.31803 4.71720
H -2.78202 -1.12182 4.17925
H -3.51002 -2.73584 4.24563
H -4.36187 -0.48771 2.33777
H -5.13549 -2.07386 2.45261
H -3.19437 -1.82302 -1.91703
H -4.26166 -0.41409 -2.01282
H -4.75930 -2.91080 -0.29466
H -5.62885 -2.42515 -1.75082
H -5.77133 -1.45139 -0.28698
C 5.37937 0.17050 -2.11001
C 4.73401 0.46090 -0.77064
N 3.33510 0.03579 -0.79869
C 2.78932 -0.79137 -1.69249
N 1.43601 -0.94043 -1.69885
C 0.89340 -1.66783 -2.85915
C 1.70093 -2.92729 -3.09398
C 3.11168 -2.50800 -3.44232
N 3.58060 -1.44003 -2.55153
C 5.03319 -1.24503 -2.52286
H 6.45996 0.28341 -2.03950
H 5.01800 0.87079 -2.86339
H 4.73560 1.52548 -0.53879
H 5.25844 -0.06495 0.03095
H 2.69702 0.58641 -0.24073
H 0.92796 -1.02147 -3.74303
H -0.15068 -1.89482 -2.66259
H 1.27945 -3.52011 -3.90476
H 1.69040 -3.53651 -2.18731
H 3.16142 -2.14199 -4.47145
H 3.81086 -3.34083 -3.35308
H 5.40568 -1.46571 -3.52275
H 5.47670 -1.97126 -1.83401
C -1.47334 4.24553 -0.08108
C -0.42537 4.70152 0.92373
C -0.79157 4.23173 2.32234
C -0.26989 6.21447 0.89546
O 0.85966 4.16982 0.54982
Si 1.65345 2.90731 -0.03479
O 0.70453 1.54671 -0.09203
O 3.00949 2.52344 0.76949
C 3.37100 2.16963 2.11934
C 3.12662 0.68096 2.32334
C 4.85251 2.49290 2.23576
C 2.56566 2.97672 3.12282
O 2.23597 3.17328 -1.52353
C 1.64743 3.44606 -2.80461
C 2.67409 3.00959 -3.83784
C 1.39664 4.94693 -2.88795
C 0.35589 2.66386 -3.00801
H -2.44875 4.65256 0.18822
H -1.55043 3.15570 -0.09534
H -1.22375 4.60437 -1.08086
H -1.75319 4.65746 2.61186
H -0.04500 4.55460 3.04547
H -0.87850 3.14440 2.35722
H -1.19562 6.69717 1.21020
H -0.02464 6.55472 -0.11113
H 0.53071 6.52191 1.56825
H 3.76078 0.08226 1.66469
H 2.08187 0.42418 2.13550
H 3.35813 0.40640 3.35321
H 5.41800 1.95238 1.47508
H 5.22998 2.20645 3.21785
H 5.01877 3.56075 2.09417
H 1.51701 2.68357 3.09791
H 2.63786 4.04230 2.90437
H 2.94200 2.79834 4.13085
H 3.63887 3.47198 -3.62820
H 2.35743 3.30087 -4.84016
H 2.78593 1.92338 -3.81439
H 2.34007 5.49126 -2.84434
H 0.77910 5.26894 -2.04846
H 0.88606 5.20515 -3.81669
H 0.53750 1.59007 -2.92709
H -0.03910 2.86937 -4.00402
H -0.40532 2.93919 -2.27726
```

HOMO level (alpha / beta) = -10.49 / -10.13 eV
ΔE to the lowest compared entry with this formula, charge and spin = 55.05 kJ/mol
charge = +1
multiplicity = 2
electronic energy = -82084.3860 eV


Q: Look up the electronic energy of the first one.
A: -144674.6075 eV